Entry 1:
50
Properties=species:S:1:pos:R:3 method="wB97M-V/def2-TZVPD" charge=+1 relative_energy_kj_mol=141.2 orbital_gap_ev=9.5 energy_ha=-3230.8748 homo_energy_ev=-11.39 lumo_energy_ev=-1.871
Zn -9.152 13.594 -24.424
F -8.501 15.480 -24.372
C -11.393 14.978 -26.043
O -10.507 14.171 -25.773
N -11.090 16.292 -26.146
N -12.720 14.684 -26.168
H -11.779 16.959 -26.435
H -10.134 16.529 -25.916
H -13.115 13.763 -26.126
H -13.403 15.404 -26.313
C -11.212 14.221 -21.960
O -10.533 13.814 -22.886
N -11.264 13.572 -20.746
N -12.050 15.294 -22.036
H -10.650 12.776 -20.794
H -11.808 13.967 -20.007
H -12.181 15.854 -22.860
H -12.368 15.752 -21.200
C -7.259 12.220 -26.653
O -7.949 12.783 -25.790
N -7.132 12.852 -27.820
N -6.723 11.002 -26.404
H -6.555 12.423 -28.524
H -7.665 13.726 -27.974
H -6.192 10.487 -27.083
H -6.746 10.646 -25.467
C -6.618 13.176 -22.446
O -7.645 13.113 -23.092
N -6.621 13.453 -21.085
N -5.368 12.967 -22.932
H -7.340 14.056 -20.730
H -5.772 13.339 -20.565
H -5.351 12.856 -23.935
H -4.501 13.170 -22.476
C -8.254 16.110 -27.809
O -8.701 15.020 -28.184
N -8.190 16.417 -26.473
N -7.938 17.133 -28.643
H -8.348 15.684 -25.776
H -7.890 17.316 -26.145
H -7.540 17.941 -28.201
H -7.884 17.020 -29.637
C -10.633 10.636 -24.185
O -9.897 11.578 -24.419
N -10.668 9.482 -24.929
N -11.507 10.607 -23.117
H -10.849 8.594 -24.495
H -10.022 9.489 -25.702
H -12.077 9.785 -23.048
H -11.828 11.470 -22.718



Entry 2:
39
Properties=species:S:1:pos:R:3 method="wB97M-V/def2-TZVPD" charge=+1 multiplicity=2 relative_energy_kj_mol=0.0 orbital_gap_ev="6.7 / 7.2" energy_ha=-1813.2724 homo_energy_ev="-12.35 / -12.35" lumo_energy_ev="-5.625 / -5.158"
O -3.073 -0.522 0.374
V -1.910 0.308 1.061
F -0.264 -0.296 0.009
C 1.750 2.482 -1.302
O 1.236 1.292 -1.907
H 2.444 2.194 -0.508
H 2.248 3.010 -2.111
H 0.964 3.126 -0.887
H 0.799 0.765 -1.223
C -0.526 -1.643 -3.510
O -0.862 -2.093 -2.209
H -0.975 -0.675 -3.770
H 0.557 -1.508 -3.605
H -0.853 -2.355 -4.263
H -0.465 -1.476 -1.585
C -1.877 1.927 -1.790
O -2.130 2.017 -0.365
H -1.776 0.894 -2.115
H -2.747 2.342 -2.303
H -0.975 2.456 -2.091
H -2.660 2.808 -0.224
C 0.649 1.104 2.645
O -0.589 1.739 2.212
H 0.483 0.050 2.834
H 1.440 1.290 1.923
H 0.948 1.561 3.591
H -0.454 2.692 2.175
C 3.027 -1.961 0.580
O 2.570 -0.623 0.615
H 2.444 -2.646 1.213
H 2.929 -2.381 -0.429
H 4.064 -1.995 0.901
H 1.644 -0.613 0.346
C -1.082 -2.460 2.530
O -1.729 -1.172 2.654
H -1.722 -3.123 1.944
H -0.193 -2.313 1.917
H -0.811 -2.925 3.473
H -2.522 -1.277 3.201



Entry 3:
49
Properties=species:S:1:pos:R:3 method="wB97M-V/def2-TZVPD" charge=+2 relative_energy_kj_mol=121.0 orbital_gap_ev=10.9 energy_ha=-1551.5883 homo_energy_ev=-15.27 lumo_energy_ev=-4.418
Mg 0.133 -0.133 0.073
C -1.666 2.007 -1.459
O -1.013 1.152 -0.835
N -2.588 2.832 -0.993
N -1.415 2.190 -2.778
H -3.086 3.521 -1.530
H -2.914 2.862 -0.040
H -0.663 1.820 -3.332
H -1.934 2.890 -3.282
C -2.107 -2.388 -0.005
O -1.334 -1.417 -0.063
N -1.915 -3.463 -0.779
N -3.262 -2.359 0.684
H -0.955 -3.713 -0.942
H -2.568 -4.226 -0.855
H -3.615 -1.539 1.139
H -3.694 -3.257 0.820
C -1.208 0.924 2.805
O -0.674 0.298 1.878
N -2.232 0.334 3.453
N -0.957 2.213 3.065
H -2.465 -0.615 3.224
H -2.941 0.813 3.982
H -0.356 2.702 2.423
H -1.398 2.769 3.777
C 1.204 -0.578 -2.839
O 0.991 -0.431 -1.644
N 1.661 0.363 -3.717
N 0.785 -1.665 -3.563
H 2.019 1.208 -3.299
H 1.834 0.173 -4.685
H 0.645 -1.544 -4.545
H 0.399 -2.413 -3.013
C 2.111 -2.501 0.845
O 1.268 -1.583 0.770
N 3.046 -2.557 1.792
N 2.109 -3.490 -0.059
H 3.460 -3.469 1.893
H 3.041 -1.821 2.475
H 1.439 -3.282 -0.782
H 2.933 -3.992 -0.347
C 2.051 2.211 1.073
O 1.559 1.197 0.588
N 1.998 3.431 0.479
N 2.542 2.330 2.333
H 1.672 3.324 -0.471
H 2.467 4.258 0.794
H 2.618 1.447 2.816
H 2.974 3.165 2.676



Entry 4:
41
Properties=species:S:1:pos:R:3 method="wB97M-V/def2-TZVPD" charge=+2 multiplicity=6 relative_energy_kj_mol=26.2 orbital_gap_ev="9.6 / 10.0" energy_ha=-2063.8271 homo_energy_ev="-16.00 / -16.44" lumo_energy_ev="-6.356 / -6.391"
Mn 0.033 0.106 0.685
C -1.086 -0.109 3.110
O -1.878 -0.724 4.023
N 0.095 -0.438 2.768
N -1.373 0.658 2.106
H 0.302 -1.383 3.125
H 0.784 0.018 3.494
H -2.334 0.489 1.802
H -1.437 1.642 2.501
C 0.296 -0.919 -2.770
O 0.673 -0.349 -1.599
N -0.820 -1.477 -2.999
N 0.992 -0.798 -3.864
H -1.394 -1.549 -2.180
H -0.867 -2.075 -3.894
H 1.950 -0.409 -3.759
H 0.783 -1.228 -4.766
C 3.068 -0.442 0.406
O 1.847 -1.052 0.681
H 3.253 0.275 1.224
H 3.216 0.120 -0.514
H 3.840 -1.159 0.578
H 2.122 -1.953 0.711
C 1.737 2.490 -0.151
O 1.224 1.877 1.058
H 1.323 3.463 -0.279
H 1.479 1.997 -1.042
H 2.802 2.490 -0.173
H 1.761 2.357 1.725
C -1.781 2.404 -0.421
O -1.319 1.151 -0.740
H -2.860 2.392 -0.209
H -1.604 3.137 -1.286
H -1.119 2.676 0.413
H -1.653 0.869 -1.616
C -2.335 -2.358 0.406
O -1.066 -1.911 0.127
H -2.375 -3.422 0.248
H -3.008 -1.944 -0.308
H -2.690 -2.187 1.435
H -0.575 -2.731 -0.057



Entry 5:
48
Properties=species:S:1:pos:R:3 method="wB97M-V/def2-TZVPD" relative_energy_kj_mol=449.6 orbital_gap_ev=8.6 energy_ha=-1351.6443 homo_energy_ev=-8.96 lumo_energy_ev=-0.330
N -0.453 2.152 2.816
C -1.098 2.468 3.849
N -1.061 1.534 4.747
O -1.747 3.522 3.865
H 0.220 1.400 2.841
H -0.262 2.963 2.244
H -0.229 1.144 5.167
H -1.912 1.425 5.279
N 2.303 -1.101 3.842
C 1.691 -1.610 2.821
N 0.415 -1.300 2.766
O 2.208 -2.294 1.874
H 3.284 -1.241 3.645
H 1.937 -0.692 4.689
H -0.114 -1.642 1.977
H 0.117 -0.778 3.578
N -3.263 -1.448 1.357
C -2.769 -0.769 0.338
N -3.442 0.274 0.093
O -1.894 -1.192 -0.340
H -4.071 -1.013 1.778
H -2.850 -2.259 1.796
H -3.368 0.933 -0.669
H -4.394 0.325 0.428
N -1.258 -1.851 -3.534
C -2.206 -2.573 -4.025
N -1.886 -3.362 -5.025
O -3.387 -2.505 -3.571
H -1.352 -1.216 -2.754
H -0.343 -1.899 -3.958
H -2.653 -3.900 -5.402
H -1.007 -3.351 -5.521
N 2.982 3.124 -1.799
C 3.665 3.317 -2.907
N 4.078 2.160 -3.322
O 4.056 4.429 -3.298
H 2.756 3.992 -1.335
H 2.753 2.292 -1.275
H 3.639 1.315 -2.986
H 4.728 2.174 -4.095
N 0.851 -1.359 -1.186
C 1.213 -0.153 -0.940
N 0.292 0.460 -0.299
O 2.277 0.317 -1.308
H 0.089 -1.615 -0.574
H 1.590 -1.989 -1.464
H 0.426 1.444 -0.120
H -0.551 -0.052 -0.082



Entry 6:
48
Properties=species:S:1:pos:R:3 method="wB97M-V/def2-TZVPD" relative_energy_kj_mol=121.1 orbital_gap_ev=10.1 energy_ha=-1351.7695 homo_energy_ev=-9.68 lumo_energy_ev=0.380
N -4.542 1.416 2.263
C -3.505 0.596 2.467
N -2.238 1.151 2.166
O -3.631 -0.503 2.985
H -5.463 1.141 2.520
H -4.404 2.397 2.048
H -2.243 1.794 1.382
H -1.659 0.384 1.812
N 5.223 0.078 -2.510
C 4.655 0.909 -1.662
N 3.834 1.893 -2.000
O 4.739 0.668 -0.435
H 5.767 -0.712 -2.150
H 5.331 0.285 -3.454
H 3.797 2.492 -2.815
H 3.271 2.196 -1.224
N 1.284 -3.465 -0.798
C 0.554 -4.518 -1.377
N -0.377 -5.245 -0.652
O 0.783 -4.826 -2.530
H 1.953 -2.998 -1.367
H 1.079 -3.059 0.103
H -1.107 -5.669 -1.262
H -0.629 -4.873 0.244
N -1.355 4.746 0.199
C -2.459 4.099 -0.342
N -2.106 2.929 -1.149
O -3.597 4.445 -0.176
H -1.401 5.757 0.242
H -0.481 4.484 -0.219
H -1.185 2.653 -1.480
H -2.908 2.312 -1.237
N -0.010 -0.229 -1.369
C 1.066 0.542 -0.908
N 2.015 -0.114 -0.256
O 1.128 1.739 -1.093
H 0.397 -1.145 -1.419
H -0.450 0.130 -2.160
H 1.743 -0.954 0.292
H 2.889 0.369 -0.013
N -0.498 -1.513 3.357
C -0.302 -1.795 2.076
N -1.375 -1.821 1.181
O 0.824 -2.172 1.644
H -1.312 -1.001 3.632
H 0.345 -1.308 3.816
H -2.356 -1.809 1.421
H -1.087 -1.876 0.206



Entry 7:
49
Properties=species:S:1:pos:R:3 method="wB97M-V/def2-TZVPD" charge=+3 relative_energy_kj_mol=379.1 orbital_gap_ev=3.8 energy_ha=-1523.1894 homo_energy_ev=-17.75 lumo_energy_ev=-13.990
Tl -0.472 0.315 -0.049
C -3.989 -0.265 1.412
O -2.899 0.322 1.180
N -4.739 -0.802 0.428
N -4.418 -0.506 2.653
H -4.402 -0.672 -0.513
H -5.357 -1.593 0.523
H -4.064 -0.091 3.497
H -5.082 -1.248 2.810
C 2.836 -1.495 1.475
O 1.907 -0.947 0.862
N 3.835 -2.203 0.911
N 2.945 -1.423 2.842
H 4.451 -2.756 1.480
H 3.921 -2.281 -0.087
H 2.235 -0.930 3.349
H 3.815 -1.768 3.203
C -0.137 0.952 -3.836
O -0.664 0.702 -2.739
N -0.851 1.130 -4.970
N 1.197 1.158 -3.996
H -1.856 1.184 -4.947
H -0.350 1.527 -5.746
H 1.797 1.128 -3.190
H 1.614 1.129 -4.911
C 0.818 -2.832 -1.598
O 0.462 -1.622 -1.662
N 1.502 -3.440 -2.579
N 0.641 -3.553 -0.476
H 1.802 -2.974 -3.416
H 1.685 -4.412 -2.396
H 0.217 -3.095 0.310
H 0.997 -4.484 -0.340
C 0.202 3.919 -1.461
O -0.024 2.779 -1.005
N 0.707 4.131 -2.696
N -0.086 5.061 -0.791
H 0.828 3.295 -3.245
H 1.126 5.001 -2.970
H 0.155 5.895 -1.295
H -0.472 5.010 0.132
C -0.269 0.070 3.782
O -0.559 -0.141 2.577
N 0.132 -0.980 4.534
N -0.365 1.268 4.370
H 0.106 -1.808 3.956
H 0.012 -1.063 5.530
H -0.263 1.405 5.360
H -0.627 2.005 3.737



Entry 8:
36
Properties=species:S:1:pos:R:3 method="wB97M-V/def2-TZVPD" relative_energy_kj_mol=423.0 orbital_gap_ev=10.2 energy_ha=-694.2913 homo_energy_ev=-9.90 lumo_energy_ev=0.323
C 0.154 -0.644 -0.508
O -1.197 -0.943 -0.133
H 0.344 -0.878 -1.555
H 0.369 0.386 -0.223
H 0.932 -1.245 -0.038
H -1.185 -0.687 0.792
C 4.445 -1.028 -0.076
O 4.493 -2.472 -0.127
H 3.729 -0.674 -0.818
H 4.093 -0.659 0.887
H 5.430 -0.620 -0.302
H 4.311 -2.815 -1.005
C -1.869 2.748 -1.336
O -1.666 3.984 -1.983
H -2.880 2.380 -1.510
H -1.328 1.950 -1.845
H -1.635 2.772 -0.272
H -1.554 3.881 -2.931
C 0.998 1.934 3.804
O 0.144 2.001 2.702
H 0.599 2.515 4.636
H 1.123 0.890 4.092
H 1.953 2.374 3.518
H -0.502 1.300 2.820
C -2.904 -0.375 3.234
O -1.536 -0.030 3.099
H -3.317 -0.027 4.181
H -3.522 0.081 2.461
H -3.151 -1.427 3.377
H -1.013 -0.824 3.237
C -0.774 -2.170 -4.391
O -0.469 -2.045 -5.736
H -1.013 -1.227 -3.900
H -1.565 -2.910 -4.264
H 0.089 -2.597 -3.880
H -0.126 -2.899 -6.009



Entry 9:
36
Properties=species:S:1:pos:R:3 method="wB97M-V/def2-TZVPD" relative_energy_kj_mol=465.8 orbital_gap_ev=10.7 energy_ha=-694.2750 homo_energy_ev=-10.18 lumo_energy_ev=0.552
C -3.513 -4.103 3.432
O -2.525 -4.235 4.335
H -3.376 -4.903 2.704
H -4.531 -4.203 3.810
H -3.489 -3.147 2.910
H -2.391 -5.156 4.567
C 5.565 3.432 -2.400
O 5.181 4.830 -2.651
H 6.650 3.418 -2.291
H 5.259 3.028 -1.435
H 5.196 2.725 -3.143
H 5.467 5.075 -3.534
C -2.618 2.632 6.375
O -3.558 3.262 5.567
H -2.861 2.643 7.437
H -2.534 1.573 6.128
H -1.626 3.046 6.192
H -3.242 4.086 5.191
C 5.589 -3.006 -3.089
O 4.271 -2.806 -3.507
H 6.023 -2.073 -2.729
H 5.578 -3.637 -2.200
H 6.125 -3.617 -3.814
H 3.691 -2.604 -2.768
C 0.079 0.006 0.720
O 0.208 -0.651 -0.484
H -0.611 0.846 0.652
H -0.421 -0.629 1.452
H 1.037 0.409 1.049
H -0.651 -0.783 -0.892
C -4.969 0.594 -4.579
O -3.637 0.847 -4.294
H -5.371 -0.087 -3.829
H -5.593 1.471 -4.408
H -5.162 0.230 -5.588
H -3.238 1.490 -4.885



Entry 10:
39
Properties=species:S:1:pos:R:3 method="wB97M-V/def2-TZVPD" relative_energy_kj_mol=1065.8 orbital_gap_ev=7.4 energy_ha=-770.4963 homo_energy_ev=-8.21 lumo_energy_ev=-0.783
O -23.867 -10.658 7.618
H -24.653 -11.173 7.439
H -24.093 -9.770 7.340
O -22.548 -11.512 9.239
H -22.245 -10.697 9.638
H -23.233 -11.240 8.628
O -22.287 -11.744 6.692
H -21.934 -10.988 6.224
H -23.018 -11.392 7.200
O -21.026 -12.744 8.251
H -21.424 -12.359 7.470
H -21.300 -12.171 8.967
C -19.027 -10.865 8.621
C -19.610 -9.870 9.587
O -18.990 -8.661 9.411
H -19.158 -10.584 7.576
H -19.451 -11.859 8.765
H -17.946 -10.921 8.756
H -19.445 -10.124 10.634
H -20.680 -9.805 9.392
H -19.147 -8.110 10.181
C -24.014 -13.411 8.046
C -23.220 -13.923 6.827
O -23.541 -13.100 5.703
H -23.769 -13.945 8.965
H -25.072 -13.504 7.802
H -23.851 -12.362 8.294
H -23.508 -14.970 6.734
H -22.144 -13.834 6.973
H -22.888 -12.397 5.746
C -21.926 -9.920 11.564
C -22.326 -8.816 10.566
O -22.439 -9.343 9.261
H -21.005 -10.386 11.213
H -22.736 -10.648 11.586
H -21.882 -9.417 12.530
H -21.514 -8.089 10.530
H -23.237 -8.260 10.788
H -22.800 -8.613 8.754



Entry 11:
39
Properties=species:S:1:pos:R:3 method="wB97M-V/def2-TZVPD" relative_energy_kj_mol=154.8 orbital_gap_ev=10.0 energy_ha=-770.8433 homo_energy_ev=-10.06 lumo_energy_ev=-0.038
C 6.603 15.023 21.697
C 6.114 14.959 20.279
C 4.902 15.863 20.046
O 7.181 15.490 19.482
H 7.089 15.983 21.880
H 7.440 14.346 21.909
H 5.930 14.717 22.499
H 6.050 13.909 19.984
H 4.079 15.482 20.651
H 4.514 15.669 19.045
H 5.116 16.928 20.089
H 7.978 15.077 19.829
C -0.654 20.554 15.907
C 0.775 20.260 16.343
C 0.951 18.768 16.459
O 1.649 20.837 15.400
H -1.479 20.369 16.596
H -0.909 19.989 15.006
H -0.747 21.583 15.550
H 1.024 20.701 17.312
H 1.818 18.631 17.111
H 1.255 18.382 15.485
H 0.171 18.157 16.908
H 1.691 21.779 15.577
O 5.111 14.093 15.923
H 4.645 14.012 15.087
H 5.405 13.199 16.124
O 1.485 15.604 18.960
H 1.880 15.731 18.081
H 1.557 16.462 19.384
O 1.833 16.475 13.795
H 0.889 16.302 13.747
H 2.240 15.716 13.369
O 3.003 15.885 16.749
H 2.686 16.034 15.851
H 3.905 15.555 16.638
O 7.010 15.924 16.846
H 6.455 15.159 16.654
H 7.169 15.889 17.806